Entry 1:
A structure of composition C24H65AlFN9O3P3. Source: OMol25; level of theory: ωB97M-V/def2-TZVPD.

The geometry in XYZ format:
```
106
Properties=species:S:1:pos:R:3:forces:R:3:lowdin_charge:R:1
C 5.530266 1.399752 3.250565 0.2 -0.2 -0.2 -0.07
C 5.868035 2.255588 2.457229 -0.3 0.0 -0.3 -0.20
Al 6.242538 3.452767 0.873631 0.7 0.4 0.2 0.18
C 8.199281 3.978934 1.062071 -0.6 -0.3 0.3 -0.25
C 5.153109 5.175647 0.887190 0.0 -0.6 0.4 -0.23
C 3.767978 5.179023 1.537039 0.1 0.4 -1.3 -0.47
C 3.017280 3.855911 1.494775 -0.3 0.3 0.7 -0.07
F 3.853270 5.669492 2.856151 -0.2 -0.2 0.1 -0.07
H 5.292193 0.538902 3.830798 -0.1 0.2 0.2 -0.03
H 6.025766 2.649975 -0.523975 -0.2 -0.1 0.0 -0.09
H 8.251334 4.823016 1.758670 0.1 0.2 -0.2 -0.03
H 8.707681 3.153038 1.571773 0.2 0.0 -0.2 -0.03
H 8.692933 4.205730 0.115626 0.1 0.1 0.1 -0.03
H 5.024869 5.475628 -0.160397 0.0 0.0 0.0 0.04
H 5.758721 5.960070 1.352994 -0.1 0.1 0.0 0.04
H 3.152946 5.910637 0.992549 -0.1 0.2 0.3 0.11
H 3.145596 3.351856 2.453101 0.2 -0.2 -0.1 0.07
H 1.944424 4.027707 1.381179 0.0 -0.1 0.0 0.05
H 3.375708 3.215674 0.689778 0.1 0.0 0.0 0.06
O 0.027709 3.126034 3.225110 -1.8 2.5 -1.7 -0.27
P -1.038026 3.192941 4.264600 2.1 -4.6 3.9 0.68
N -0.177326 3.824767 5.601272 -0.2 0.5 -0.2 -0.30
C -0.565902 3.691389 6.990551 -0.4 0.1 0.2 -0.14
C 0.421220 5.139477 5.374731 0.3 0.0 -0.4 -0.13
N -1.263857 1.475484 4.455219 0.0 -0.1 0.2 -0.34
C -0.848074 0.785611 5.659901 -0.2 0.1 0.2 -0.15
C -0.928387 0.677918 3.278490 0.1 0.1 -0.1 -0.13
N -2.639432 3.498652 4.881590 -0.3 1.3 -2.5 -0.28
C -3.723581 2.565015 4.528497 -0.1 -0.3 0.1 -0.13
C -3.092553 4.849470 4.464496 0.2 0.3 0.5 -0.13
H -1.448450 4.290920 7.257338 0.0 0.0 0.0 0.08
H 0.262693 4.027932 7.617691 0.1 0.1 -0.1 0.08
H -0.754588 2.663510 7.274933 -0.1 0.0 -0.1 0.04
H -0.291235 5.958012 5.559857 0.0 0.0 0.1 0.07
H 0.785141 5.225654 4.351701 0.0 -0.1 0.0 0.07
H 1.279319 5.283698 6.032816 0.0 -0.1 0.0 0.08
H 0.212085 0.943532 5.898751 0.0 0.0 0.1 0.09
H -1.012292 -0.287867 5.542253 0.1 0.0 -0.1 0.08
H -1.460368 1.076581 6.516713 0.1 0.0 0.0 0.06
H 0.148078 0.492792 3.188628 0.0 0.0 -0.1 0.09
H -1.261116 1.164837 2.365825 0.0 0.0 0.0 0.05
H -1.443651 -0.285099 3.337309 0.0 0.0 0.1 0.08
H -3.792678 2.374842 3.454412 -0.1 0.0 0.0 0.09
H -4.672059 2.993102 4.863789 0.1 0.2 0.0 0.08
H -3.607605 1.618035 5.043733 0.2 0.0 -0.1 0.07
H -3.262029 4.910526 3.384728 -0.1 0.0 0.0 0.08
H -2.347677 5.602799 4.730147 0.1 -0.1 0.0 0.06
H -4.017844 5.113567 4.976796 0.0 -0.1 0.0 0.08
O -2.743088 0.424087 -0.789434 -2.9 0.0 -0.8 -0.29
P -2.485528 1.039256 -2.120591 5.4 1.0 -0.1 0.64
N -1.605148 -0.170882 -2.936145 -0.4 -0.2 0.0 -0.29
C -0.796653 0.038252 -4.122096 -0.1 0.2 -0.4 -0.12
C -2.261006 -1.473563 -3.008885 -0.1 -0.2 0.4 -0.14
N -1.460120 2.349612 -1.670452 0.1 -0.1 -0.1 -0.33
C -0.057694 2.393103 -2.056203 0.0 0.1 -0.4 -0.12
C -1.612562 2.797561 -0.289702 -0.2 -0.1 0.2 -0.14
N -3.073878 1.870835 -3.525637 -2.3 -0.4 1.2 -0.28
C -3.272903 3.328080 -3.448257 0.2 0.2 0.0 -0.13
C -4.363246 1.281432 -3.962275 0.2 -0.4 -0.3 -0.13
H -1.391564 0.236346 -5.024499 0.0 0.0 0.0 0.08
H -0.207733 -0.862627 -4.306995 -0.1 -0.1 0.1 0.09
H -0.080959 0.842095 -4.001406 -0.1 0.1 0.0 0.05
H -2.960344 -1.544329 -3.854961 0.1 0.0 -0.1 0.07
H -2.817710 -1.681963 -2.095908 0.0 0.1 0.0 0.07
H -1.518290 -2.264113 -3.123005 0.0 0.0 -0.1 0.06
H 0.498800 1.502590 -1.741253 0.0 0.0 0.0 0.09
H 0.419483 3.264622 -1.606284 -0.1 0.0 0.1 0.08
H 0.052645 2.529113 -3.133691 0.0 -0.1 0.0 0.06
H -1.060909 2.167559 0.414225 0.0 0.1 0.1 0.07
H -2.661297 2.797488 0.006362 0.0 -0.1 0.0 0.07
H -1.248947 3.822970 -0.188279 0.1 0.0 -0.1 0.08
H -3.870800 3.633565 -2.585343 0.0 0.1 0.0 0.08
H -3.785908 3.656671 -4.355425 -0.1 -0.2 0.0 0.08
H -2.323359 3.851269 -3.418649 0.1 -0.1 0.2 0.07
H -5.167881 1.477153 -3.245805 0.0 0.1 -0.1 0.08
H -4.271901 0.199642 -4.076467 0.1 0.0 0.1 0.06
H -4.655012 1.685894 -4.931471 0.1 0.0 0.0 0.08
O -0.672527 -4.996156 -4.190355 2.5 0.3 -1.5 -0.29
P -0.059613 -6.212914 -3.592123 -3.6 -1.9 3.5 0.65
N -1.021957 -7.471171 -4.236878 0.2 0.1 -0.3 -0.30
C -1.098504 -8.817718 -3.705143 0.3 -0.3 0.1 -0.13
C -1.094738 -7.504245 -5.693806 -0.2 0.4 -0.2 -0.14
N -0.416626 -5.955505 -1.923366 -0.1 -0.1 0.0 -0.33
C -1.352030 -6.797926 -1.202943 0.2 -0.3 0.1 -0.14
C -0.602992 -4.554574 -1.558520 0.0 0.2 -0.1 -0.14
N 1.338832 -7.168142 -3.236997 1.2 1.9 -1.4 -0.28
C 2.167305 -6.799258 -2.073419 0.0 -0.1 0.3 -0.12
C 2.244016 -7.204872 -4.414157 -0.2 -0.4 -0.2 -0.13
H -0.184997 -9.404631 -3.872191 0.0 0.0 0.0 0.08
H -1.921803 -9.342564 -4.195512 0.0 0.1 -0.1 0.08
H -1.325079 -8.834445 -2.645953 0.1 0.1 0.0 0.04
H -0.248737 -8.044549 -6.142571 -0.1 -0.1 0.0 0.07
H -1.107371 -6.493828 -6.099404 0.0 0.0 0.1 0.07
H -2.015181 -7.996228 -6.016094 0.0 0.0 0.1 0.08
H -2.340072 -6.844494 -1.679959 0.0 -0.1 0.0 0.09
H -1.483181 -6.415208 -0.189368 0.0 0.1 -0.1 0.08
H -0.961221 -7.809740 -1.078745 0.0 0.0 -0.1 0.06
H -1.608236 -4.192552 -1.799080 0.0 0.0 0.0 0.07
H 0.115331 -3.918316 -2.070959 0.0 0.0 0.0 0.07
H -0.436578 -4.427003 -0.486380 0.0 -0.1 0.0 0.09
H 2.454588 -5.745429 -2.068987 0.1 0.0 0.0 0.09
H 3.077028 -7.402910 -2.091552 0.0 0.0 -0.2 0.08
H 1.658845 -7.027449 -1.143134 -0.2 0.1 -0.1 0.07
H 2.697270 -6.229314 -4.612870 0.1 0.0 0.0 0.09
H 1.699076 -7.510177 -5.309479 -0.1 0.0 0.0 0.06
H 3.039570 -7.932068 -4.255460 0.0 0.0 0.1 0.08
```
Positions in Å, forces in eV/Å.

Output
HOMO level	-4.5	eV
2S+1	1
total charge	-1

Entry 2:
A structure of composition C23H19BrIrN4O4S. Source: OMol25; level of theory: ωB97M-V/def2-TZVPD.

The geometry in XYZ format:
```
53
Properties=species:S:1:pos:R:3:forces:R:3:lowdin_charge:R:1
Ir 0.280302 -0.938558 -0.449427 2.0 0.7 0.1 1.25
Br -0.439750 3.440192 -6.333898 0.0 0.0 0.1 0.76
C 0.016851 2.655811 -4.674438 0.0 0.1 -0.1 -0.69
C 1.352550 2.691797 -4.238169 -0.2 0.0 0.0 -0.09
C 1.715551 2.090408 -3.063462 0.1 -0.1 0.4 0.01
C 0.771661 1.420597 -2.244719 -0.6 0.3 -0.8 -0.34
O 1.163605 0.870704 -1.143407 0.0 -1.4 1.0 -0.17
C -0.595748 1.454327 -2.679761 0.6 -0.3 0.0 -0.14
C -1.619887 0.937438 -1.859536 0.0 0.1 0.3 -0.04
N -1.416417 0.320115 -0.726584 0.6 -0.7 -0.8 -0.05
C -2.446331 0.078182 0.177938 -0.7 0.1 0.3 -0.22
C -3.470712 0.965940 0.429340 0.4 -0.2 -0.2 0.00
C -4.443406 0.671357 1.398890 -0.2 -0.1 0.2 -0.05
C -4.406520 -0.506409 2.095399 0.0 0.1 -0.1 -0.01
C -3.375015 -1.441024 1.852870 0.2 -0.1 -0.1 -0.14
C -3.290900 -2.698901 2.491694 0.1 0.0 0.0 0.03
C -2.255752 -3.538710 2.191744 -0.2 0.0 0.1 -0.01
C -1.267518 -3.118046 1.291198 0.1 -0.1 0.1 -0.12
N -1.317346 -1.957130 0.677336 1.1 0.1 -0.7 -0.03
C -2.370865 -1.125631 0.915325 -0.3 0.1 0.0 -0.17
C -0.940581 2.061392 -3.906088 0.0 0.1 -0.1 -0.08
H 2.095128 3.195248 -4.842413 0.0 0.0 0.0 0.11
H 2.742664 2.112759 -2.722657 0.0 0.0 0.0 0.12
H -2.648140 1.077005 -2.196282 0.0 0.2 0.2 0.15
H -3.509377 1.901203 -0.115051 0.0 0.0 0.0 0.12
H -5.228471 1.390496 1.590880 0.0 0.0 0.0 0.12
H -5.158886 -0.739175 2.837497 0.0 0.0 0.0 0.12
H -4.053482 -2.978578 3.207503 0.0 0.0 0.0 0.13
H -2.177085 -4.514936 2.646682 0.1 0.0 0.0 0.12
H -0.413642 -3.749951 1.084762 0.0 0.0 -0.1 0.09
H -1.972962 2.060501 -4.233307 0.0 0.0 0.0 0.12
O 1.843219 -1.555986 -1.882120 -2.1 0.0 0.3 -0.24
N 3.063806 -1.489831 -1.363658 0.7 0.1 0.8 -0.20
C 4.082838 -1.103288 -2.153011 0.0 0.1 -0.3 0.00
C 5.369508 -1.078689 -1.680761 0.0 -0.1 0.0 -0.03
C 5.619086 -1.460375 -0.363705 -0.2 0.0 0.0 -0.03
C 4.561092 -1.838033 0.434878 0.2 -0.1 -0.1 -0.06
C 3.265221 -1.844080 -0.076105 -0.1 -0.1 -0.1 -0.61
S 1.880056 -2.274563 0.848569 -1.0 0.9 -0.7 0.77
H 3.804199 -0.832415 -3.160263 -0.1 0.0 0.0 0.15
H 6.169266 -0.762615 -2.333169 0.0 0.0 0.0 0.12
H 6.626941 -1.445324 0.026326 0.0 0.0 0.0 0.12
H 4.698168 -2.125245 1.467460 0.0 0.0 0.0 0.12
N -0.523638 2.542079 2.863904 0.0 -0.2 0.0 0.02
C -0.383767 1.373215 3.733814 0.0 0.0 -0.1 -0.14
C 0.076143 0.165580 2.915494 0.0 0.4 0.1 -0.53
O -0.108544 -0.975732 3.230147 0.0 0.0 0.0 0.09
O 0.725728 0.507839 1.785673 -0.3 0.2 0.3 0.00
H -0.423992 3.410275 3.371226 0.0 0.0 0.0 0.09
H -1.428892 2.547574 2.408794 0.0 0.1 0.0 0.08
H 0.649415 1.488750 1.718281 0.0 -0.1 -0.1 0.10
H -1.283859 1.089142 4.280588 0.0 0.0 0.0 0.13
H 0.398488 1.573300 4.467780 0.0 -0.1 0.0 0.14
```
Positions in Å, forces in eV/Å.

Output
ΔE to the lowest compared entry with this formula, charge and spin	3.4877	eV
HOMO level (alpha / beta)	-10.6 / -10.6	eV
2S+1	1
total charge	+1

Entry 3:
A structure of composition C20H13BrCl5KN4OS. Source: OMol25; level of theory: ωB97M-V/def2-TZVPD.

The geometry in XYZ format:
```
46
Properties=species:S:1:pos:R:3:forces:R:3:lowdin_charge:R:1
K 0.724820 1.062219 -0.079983 -0.3 0.0 -0.4 0.49
C -4.524281 -1.232056 0.768480 0.0 -0.1 0.0 -0.05
N -3.387701 -2.086256 0.474814 -0.1 0.1 0.1 -0.13
C -3.300804 -3.437654 0.762234 -0.2 0.2 0.0 -0.04
C -2.084470 -3.847608 0.394307 0.1 0.1 -0.1 -0.04
N -1.411245 -2.739551 -0.128112 0.3 0.0 0.1 0.02
C -2.226603 -1.622262 -0.058374 0.1 -0.3 0.0 -0.72
S -1.990126 -0.039513 -0.545089 -0.5 -0.2 -0.2 0.60
C -0.031063 -2.781835 -0.479996 -0.2 0.0 0.0 -0.27
C 0.578276 -3.994971 -0.784082 0.0 -0.1 -0.1 0.00
C 1.940737 -3.994719 -1.019448 0.0 0.0 0.0 -0.05
C 2.651887 -2.804981 -0.946896 0.0 0.0 0.0 -0.04
C 1.935798 -1.659223 -0.660102 0.0 0.0 0.0 -0.15
N 0.623876 -1.646561 -0.448309 0.3 0.2 0.1 0.07
H -5.353845 -1.863350 1.078020 0.0 0.0 0.0 0.09
H -4.796114 -0.664067 -0.117881 0.0 0.0 0.0 0.07
H -4.274078 -0.531054 1.563074 0.0 0.0 0.0 0.09
H -4.114450 -3.985063 1.204125 0.0 0.0 0.0 0.12
H -1.639288 -4.819613 0.478653 0.1 0.0 0.0 0.11
H 0.019014 -4.916702 -0.841735 0.0 0.0 0.0 0.11
H 2.444014 -4.924497 -1.251333 0.0 0.0 0.0 0.11
H 3.720483 -2.767778 -1.102871 0.0 0.0 0.0 0.11
H 2.431462 -0.696320 -0.561291 0.2 -0.2 -0.1 0.07
Cl 0.105861 -1.685836 3.102563 0.0 0.0 0.0 0.59
C 1.186250 -0.304449 3.397569 0.0 0.0 -0.1 -0.70
C 1.467248 0.533538 2.339619 0.3 -0.1 0.7 -0.27
C 2.305180 1.578195 2.655349 -0.1 -0.3 0.1 -0.70
Cl 2.724524 2.715772 1.336636 0.3 0.2 0.1 0.56
C 2.852282 1.820387 3.912774 0.1 0.1 -0.1 -0.71
Cl 3.899831 3.166674 4.213781 0.0 -0.1 0.0 0.64
C 2.533588 0.940258 4.943917 0.0 0.0 0.0 -0.71
Cl 3.176330 1.186037 6.525595 0.0 0.0 0.0 0.65
C 1.687634 -0.141591 4.685748 0.0 -0.1 0.0 -0.71
Cl 1.288770 -1.236343 5.965248 0.0 0.0 0.0 0.64
O -0.415635 5.461006 -5.101550 -0.1 0.0 0.1 0.09
C -0.245252 4.584094 -4.089940 0.0 0.1 -0.1 -0.31
C -1.046461 4.565989 -2.951951 0.0 0.0 0.0 0.01
C -0.775383 3.621201 -1.984517 0.1 0.0 0.0 -0.12
N 0.217665 2.730012 -2.080783 -0.2 0.3 -0.2 -0.06
C 0.951118 2.774089 -3.173328 0.0 0.0 0.1 -0.72
Br 2.339319 1.478572 -3.272063 0.0 0.0 0.0 0.79
C 0.785029 3.662700 -4.214502 0.1 0.0 -0.1 -0.03
H -1.153559 6.052689 -4.908625 0.1 0.0 0.0 0.12
H -1.861026 5.268963 -2.826695 0.0 0.0 0.0 0.12
H -1.379259 3.568365 -1.084837 0.0 0.0 0.0 0.12
H 1.419644 3.653094 -5.088212 0.0 0.0 0.0 0.12
```
Positions in Å, forces in eV/Å.

Output
ΔE to the lowest compared entry with this formula, charge and spin	0.0156	eV
HOMO level	-7.4	eV
2S+1	1

> What is the formula in the first record?

C24H65AlFN9O3P3